{"formula": "C4H8AlO7P", "method": "the ωB97M-V functional and the def2-TZVPD basis", "lumo_energy_ev": -4.18, "gap_ev": 4.50, "e_above_lowest_kcal_mol": 14.93, "total_energy_ev": -34494.1688, "total_charge": 0, "spin_multiplicity": 1, "homo_energy_ha": -0.3190, "species": ["P", "Al", "O", "O", "O", "O", "O", "O", "O", "C", "C", "C", "C", "H", "H", "H", "H", "H", "H", "H", "H"], "coordinates": [[-2.15, 0.11, 2.44], [-1.22, -1.52, 0.98], [-2.83, 1.28, 3.22], [-0.64, -0.10, 2.53], [0.91, 1.61, 0.32], [-2.77, -1.29, 2.44], [-2.04, 0.47, 0.92], [0.89, 0.71, -1.63], [-0.04, -0.46, 0.20], [0.50, -0.28, -2.75], [1.26, -1.54, -2.52], [0.74, 1.62, 1.70], [0.53, 0.49, -0.30], [1.11, 0.70, 2.16], [-0.56, -0.53, -2.78], [0.89, -2.06, -1.63], [2.33, -1.37, -2.39], [1.24, 2.46, 2.18], [0.89, 0.17, -3.66], [-0.30, 1.65, 2.01], [1.25, -2.13, -3.44]], "nbo_charge": [2.402, 1.813, -1.035, -1.130, -0.424, -1.077, -1.086, -0.488, -0.823, -0.062, -0.642, -0.281, 1.105, 0.203, 0.201, 0.198, 0.229, 0.198, 0.218, 0.246, 0.233]}